[1]
Molecular formula: C3H7N2O2P
Method: DFT, ωB97M-V with the def2-TZVPD basis set

**SMILES string**: [H]/N=P/OCC.N=C=O
**DFT total energy**: -719.83057 Eh
**Relative energy (zero: lowest compared OMol25 entry of this formula, charge and spin)**: 28.8 kcal per mole
**Highest occupied orbital energy**: -9.438 eV

Last column: Mulliken charge in e.
Cartesian coordinates (Å):
C (0.619, -2.886, 1.624)  0.67
C (0.282, 1.316, -0.810)  -1.04
C (0.239, -0.183, -0.903)  -0.08
N (1.533, -2.489, 2.299)  -0.50
N (-3.265, -1.272, 0.132)  -0.50
O (-0.231, -3.333, 0.969)  -0.40
O (-1.047, -0.629, -0.742)  -0.22
P (-1.840, -0.939, 0.655)  0.25
H (1.289, 1.832, -0.618)  0.32
H (-0.155, 1.733, -1.621)  0.34
H (-0.247, 1.753, 0.054)  0.29
H (0.993, -0.768, -0.209)  0.04
H (0.582, -0.600, -1.775)  0.33
H (-3.897, -1.532, 0.883)  0.24
H (1.579, -2.427, 3.249)  0.26

[2]
Molecular formula: C5H7IS
Method: DFT, ωB97M-V with the def2-TZVPD basis set

**DFT total energy**: -890.44337 Eh
**Relative energy (zero: lowest compared OMol25 entry of this formula, charge and spin)**: 75.2 kcal per mole
**Highest occupied orbital energy**: -6.945 eV

Last column: Mulliken charge in e.
Cartesian coordinates (Å):
C (-0.324, -1.610, -0.279)  -0.10
C (1.302, 0.031, 0.884)  -0.59
C (-0.052, 0.273, 1.229)  -0.74
C (0.245, -0.338, -0.168)  1.37
C (0.070, 0.535, -1.407)  -1.30
S (-1.064, -2.960, -0.191)  -0.16
I (-3.146, 1.008, -0.204)  -0.73
H (1.796, 0.974, 0.627)  0.29
H (1.850, -0.786, 1.077)  0.36
H (-0.415, -0.325, 2.035)  0.31
H (-0.503, 1.279, 1.461)  0.29
H (-0.781, 1.218, -1.250)  0.22
H (-0.029, -0.148, -2.292)  0.36
H (1.050, 0.849, -1.521)  0.43

[3]
Molecular formula: C2H5N4O2
Method: DFT, ωB97M-V with the def2-TZVPD basis set

**SMILES string**: [H]/N=N/[C@@H](C)N=[N+]([O-])[O-]
**DFT total energy**: -448.58224 Eh
**Relative energy (zero: lowest compared OMol25 entry of this formula, charge and spin)**: 20.3 kcal per mole
**Highest occupied orbital energy**: -4.234 eV
**Net charge**: -1

Last column: Mulliken charge in e.
Cartesian coordinates (Å):
C (0.614, 1.112, 1.081)  -1.39
C (0.326, 0.237, -0.225)  0.49
N (1.095, -1.022, -0.096)  -0.80
N (-1.762, 0.965, -0.823)  -0.67
N (-1.171, 0.051, -0.149)  0.00
N (0.520, -2.042, -0.586)  1.14
O (-0.609, -1.983, -1.168)  -0.69
O (1.131, -3.114, -0.481)  -0.77
H (0.395, 0.541, 1.909)  0.42
H (-0.030, 2.032, 1.125)  0.34
H (1.613, 1.380, 1.053)  0.34
H (0.613, 0.800, -1.050)  0.38
H (-2.736, 1.043, -0.591)  0.20

[4]
Molecular formula: Br2ClOP
Method: DFT, ωB97M-V with the def2-TZVPD basis set

**DFT total energy**: -6024.80110 Eh
**Relative energy (zero: lowest compared OMol25 entry of this formula, charge and spin)**: 23.9 kcal per mole
**Highest occupied orbital energy (spin up / spin down)**: -11.198 / -10.216 eV

Last column: Mulliken charge in e.
Cartesian coordinates (Å):
O (0.624, 0.233, -2.264)  -0.39
P (-0.121, 0.331, -1.013)  0.63
Cl (-1.118, -1.404, -0.411)  -0.13
Br (-0.792, 0.104, 3.128)  -0.02
Br (1.406, 0.736, 0.560)  -0.09

[5]
Molecular formula: C4H26N2O10
Method: DFT, ωB97M-V with the def2-TZVPD basis set

**SMILES string**: NCC[C@@H](N)C(=O)O.O.O.O.O.O.O.O.O
**DFT total energy**: -1029.93893 Eh
**Relative energy (zero: lowest compared OMol25 entry of this formula, charge and spin)**: 48.1 kcal per mole
**Highest occupied orbital energy**: -10.070 eV

Last column: Mulliken charge in e.
Cartesian coordinates (Å):
O (-0.943, -0.845, 3.711)  -0.70
C (-0.669, 0.058, 2.954)  0.26
O (0.081, 1.069, 3.401)  -0.54
C (-1.075, 0.072, 1.503)  1.72
C (-2.534, 0.588, 1.353)  -1.09
C (-3.432, -0.368, 0.554)  -0.70
N (-2.808, -0.717, -0.714)  -0.49
N (-0.151, 0.850, 0.716)  -0.23
H (-1.128, -0.992, 1.265)  -0.46
H (-2.396, 1.548, 0.846)  0.46
H (-3.115, 0.784, 2.255)  0.34
H (-4.381, 0.171, 0.497)  0.40
H (-3.431, -1.309, 1.105)  0.40
H (-3.312, -1.408, -1.258)  0.26
H (-2.618, 0.081, -1.306)  0.17
H (-0.541, 1.353, -0.072)  0.32
H (0.197, 1.724, 2.694)  0.37
H (0.452, 0.272, 0.124)  -0.31
H (2.497, 2.544, 0.113)  0.44
H (2.275, 1.505, 1.245)  0.29
O (2.930, 2.099, 0.863)  -0.75
H (0.204, 1.082, -3.135)  0.40
H (-0.560, 0.321, -2.140)  0.19
O (-0.672, 1.080, -2.726)  -0.65
H (1.449, -0.622, -2.720)  0.39
H (2.469, 0.544, -3.007)  0.37
O (1.716, 0.054, -3.362)  -0.69
H (1.985, -2.363, -1.356)  0.26
H (1.560, -1.561, -0.202)  0.23
O (1.818, -1.440, -1.124)  -0.59
H (4.055, 1.644, -1.047)  0.32
H (4.448, 0.435, -1.900)  0.28
O (3.879, 1.212, -1.897)  -0.63
H (1.703, 1.993, -1.585)  0.25
H (1.772, 3.384, -1.906)  0.32
O (1.353, 2.825, -1.232)  -0.60
H (-0.690, -2.485, 3.231)  0.35
H (0.427, -3.430, 2.733)  0.29
O (-0.487, -3.180, 2.571)  -0.63
H (-0.536, -3.406, 0.168)  0.27
H (-1.313, -2.336, -0.608)  0.30
O (-0.478, -2.830, -0.605)  -0.61

[6]
Molecular formula: C5H7FN2
Method: DFT, ωB97M-V with the def2-TZVPD basis set

**SMILES string**: Cc1nc(C)c(F)[nH]1
**DFT total energy**: -404.08478 Eh
**Relative energy (zero: lowest compared OMol25 entry of this formula, charge and spin)**: 13.9 kcal per mole
**Highest occupied orbital energy**: -8.219 eV

Last column: Mulliken charge in e.
Cartesian coordinates (Å):
C (1.515, -0.084, -1.997)  -1.05
C (0.544, -0.015, -0.932)  0.54
C (-0.511, 0.306, 0.947)  0.55
C (-0.508, 0.540, 2.451)  -1.13
C (-1.320, -0.417, 0.145)  0.20
H (1.854, -1.174, -2.215)  0.25
H (1.041, 0.294, -2.953)  0.29
H (2.350, 0.476, -1.653)  0.29
H (0.407, 0.129, 2.974)  0.27
H (-1.377, 0.107, 2.943)  0.31
H (-0.351, 1.573, 2.654)  0.31
H (-1.115, -0.814, -1.890)  0.20
N (0.679, 0.541, 0.293)  -0.66
N (-0.696, -0.538, -1.026)  -0.05
F (-2.514, -0.924, 0.261)  -0.33

[7]
Molecular formula: H16N2O14
Method: DFT, ωB97M-V with the def2-TZVPD basis set

**DFT total energy**: -1172.31857 Eh
**Relative energy (zero: lowest compared OMol25 entry of this formula, charge and spin)**: 0.0 kcal per mole
**Highest occupied orbital energy**: -2.406 eV
**Net charge**: -2

Last column: Mulliken charge in e.
Cartesian coordinates (Å):
N (-22.672, 6.652, 0.405)  0.96
O (-23.419, 7.451, 1.000)  -0.75
O (-23.101, 5.924, -0.516)  -0.67
O (-21.470, 6.540, 0.700)  -0.65
N (-22.800, 4.511, 3.911)  0.92
O (-22.836, 5.341, 4.827)  -0.66
O (-23.304, 3.387, 4.076)  -0.85
O (-22.110, 4.698, 2.960)  -0.35
O (-23.737, 7.703, 3.727)  -0.71
H (-23.527, 7.810, 2.800)  0.42
H (-23.317, 6.880, 3.975)  0.29
O (-24.157, 0.999, 2.557)  -0.64
H (-24.619, 1.594, 1.965)  0.32
H (-23.768, 1.573, 3.217)  0.39
O (-22.718, 1.315, 5.925)  -0.65
H (-23.088, 2.016, 5.389)  0.41
H (-21.795, 1.549, 6.022)  0.27
O (-19.717, 6.845, 2.942)  -0.66
H (-20.086, 7.681, 3.227)  0.28
H (-20.328, 6.527, 2.277)  0.37
O (-23.464, 4.656, 7.667)  -0.64
H (-22.795, 4.964, 8.280)  0.27
H (-23.109, 4.861, 6.802)  0.42
O (-22.882, 8.286, 6.138)  -0.57
H (-22.091, 7.796, 5.915)  0.28
H (-22.807, 8.449, 7.078)  0.26
O (-21.391, 1.949, 1.514)  -0.62
H (-20.983, 1.499, 2.254)  0.30
H (-22.046, 2.521, 1.913)  0.29
O (-19.888, 5.119, 5.192)  -0.67
H (-20.235, 4.343, 5.632)  0.29
H (-20.648, 5.514, 4.766)  0.36

[8]
Molecular formula: C7H13N3O
Method: DFT, ωB97M-V with the def2-TZVPD basis set

**SMILES string**: Cc1c[nH]cn1.CCC(N)=O
**DFT total energy**: -514.03845 Eh
**Relative energy (zero: lowest compared OMol25 entry of this formula, charge and spin)**: 15.3 kcal per mole
**Highest occupied orbital energy**: -9.109 eV

Last column: Mulliken charge in e.
Cartesian coordinates (Å):
C (2.200, -0.010, -0.421)  0.18
C (3.735, -0.152, -0.448)  -1.20
C (1.748, 1.464, -0.241)  0.32
O (2.535, 2.226, -0.777)  -0.62
N (0.628, 1.736, 0.463)  -0.33
H (1.804, -0.271, -1.410)  0.25
H (1.731, -0.790, 0.139)  -0.07
H (4.125, 0.415, 0.384)  0.33
H (4.161, 0.039, -1.420)  0.28
H (0.409, 2.711, 0.286)  0.23
H (-0.070, 1.173, 0.939)  0.32
H (3.943, -1.168, -0.038)  0.37
C (-3.405, 0.776, 0.858)  -1.19
C (-0.687, -1.516, 0.403)  -0.45
C (-2.442, -0.297, 0.392)  0.80
C (-2.568, -1.165, -0.654)  -0.62
N (-1.243, -0.537, 1.057)  -0.67
N (-1.400, -1.924, -0.661)  -0.04
H (0.153, -2.082, 0.783)  0.60
H (-1.153, -2.640, -1.321)  0.18
H (-3.381, -1.207, -1.364)  0.40
H (-3.297, 0.879, 1.953)  0.31
H (-4.435, 0.590, 0.639)  0.39
H (-3.090, 1.748, 0.458)  0.24